Entry from the OMol25 dataset: a gas-phase ion, C5H8NS (charge +1) (ωB97M-V/def2-TZVPD).

Atoms and positions in Å:
C1 0.35967 1.43540 -0.50824
C2 1.62960 1.34209 -0.06476
C3 0.41905 -0.89430 -0.18079
C4 0.34044 -2.21295 -0.40271
C5 -0.51563 0.22828 -0.43147
N1 -1.45406 0.31867 0.82422
S1 2.04696 -0.22080 0.45846
H1 -0.25512 2.26802 -0.68237
H2 2.52512 1.89261 0.05418
H3 1.31797 -2.80116 -0.18799
H4 -0.52366 -2.71138 -0.79417
H5 -1.15986 0.21348 -1.39270
H6 -1.75397 -0.63640 1.10594
H7 -2.16207 1.12762 0.68318
H8 -0.81445 0.65083 1.51922

Output
highest occupied orbital energy: -0.4603 Ha
energy: -17631.217 eV
net charge: +1
max |F|: 0.047 hartree/bohr
SMILES string: C=C1SC=C[C@@H]1[NH3+]
energy above the lowest of the compared OMol25 structures with the same formula, charge and spin: 1.7134 eV